{"formula": "C34H42NO4Sm", "method": "ωB97M-V/def2-TZVPD", "symbols": ["O", "C", "C", "H", "H", "C", "H", "H", "C", "H", "H", "H", "C", "H", "H", "H", "Sm", "C", "C", "C", "H", "C", "C", "H", "H", "H", "H", "C", "C", "C", "H", "C", "C", "H", "H", "H", "H", "O", "C", "C", "H", "H", "C", "H", "H", "C", "H", "H", "H", "H", "C", "C", "C", "C", "C", "C", "N", "C", "C", "C", "C", "C", "C", "C", "O", "O", "C", "C", "H", "H", "H", "H", "H", "H", "H", "H", "H", "H", "H", "H", "H", "H"], "positions_angstrom": [[-1.798252, 0.278667, -4.174736], [-0.399489, 0.284512, -3.770403], [-0.122944, 1.674056, -4.362824], [0.163074, -0.526112, -4.216835], [-0.303770, 0.161592, -2.685465], [-1.705563, 1.694359, -4.584872], [0.580113, 1.642638, -5.205600], [0.237515, 2.370637, -3.602670], [-2.512531, 1.876581, -5.877035], [-2.314635, 1.142097, -6.676200], [-2.467417, 2.888717, -6.322143], [-3.570319, 1.737384, -5.588412], [-2.339439, 2.562052, -3.496291], [-1.641737, 2.755591, -2.672356], [-3.220869, 2.075062, -3.058232], [-2.608702, 3.542043, -3.894531], [0.198948, -0.016783, 0.407324], [0.916483, 2.397652, 1.098107], [2.153994, 1.701468, 1.251657], [2.570452, 1.230107, -0.035479], [2.735228, 1.674500, 2.176019], [1.586342, 1.647851, -0.995550], [0.591474, 2.418172, -0.293648], [-0.201545, 3.023157, -0.737800], [0.364544, 2.909677, 1.886979], [3.546186, 0.787130, -0.262832], [1.652430, 1.536590, -2.082093], [-2.185775, -0.245644, 1.696658], [-2.007084, 1.075891, 1.180582], [-1.991881, 0.980755, -0.249048], [-1.955102, 1.990047, 1.779395], [-2.092268, -0.409658, -0.613854], [-2.233024, -1.163274, 0.600952], [-2.434947, -2.234181, 0.687478], [-2.389545, -0.496643, 2.738940], [-1.970958, 1.815100, -0.949805], [-2.104249, -0.794740, -1.640117], [0.114986, -1.505223, -5.685376], [-0.430077, -0.772842, -6.812002], [0.111377, -1.319889, -8.135434], [-0.170900, 0.297517, -6.692313], [-1.533738, -0.837309, -6.817052], [1.140271, -2.380288, -7.732864], [0.553600, -0.566747, -8.793993], [-0.733753, -1.773154, -8.661450], [0.943664, -2.557125, -6.226949], [2.148871, -2.033738, -7.961983], [0.965600, -3.316596, -8.255286], [1.918512, -2.503476, -5.731394], [0.496887, -3.535047, -5.985429], [4.039704, 0.083444, 5.231864], [3.190966, -0.959406, 4.571915], [3.591892, -1.521331, 3.361356], [2.790739, -2.440239, 2.692421], [1.545171, -2.758340, 3.204257], [1.090361, -2.077488, 4.340369], [-0.261575, -2.180117, 4.646792], [-1.105901, -1.141777, 5.015192], [-2.298692, -1.435223, 5.706941], [-3.099263, -0.404138, 6.199927], [-2.729255, 0.932995, 5.997991], [-1.561960, 1.235586, 5.284523], [-0.800707, 0.202181, 4.722024], [0.304430, 0.593191, 3.783291], [1.122219, 1.436560, 4.185553], [0.315922, 0.056569, 2.584848], [1.951899, -1.296765, 5.131837], [1.596592, -0.806531, 6.503052], [3.518503, 1.052110, 5.242685], [4.282779, -0.175917, 6.269369], [4.980451, 0.214965, 4.688566], [4.563075, -1.234438, 2.955950], [3.118846, -2.890796, 1.759951], [0.868747, -3.458176, 2.706622], [-0.711485, -3.066841, 4.460583], [-2.542204, -2.487101, 5.885513], [-3.994820, -0.658684, 6.774080], [-3.349453, 1.745696, 6.386460], [-1.236135, 2.266746, 5.127828], [2.474427, -0.881889, 7.159395], [0.788836, -1.383750, 6.964536], [1.305839, 0.255754, 6.490553]], "forces_ev_per_a": [[0.87, 0.63, -0.07], [-0.08, -0.23, 0.25], [-0.62, -0.52, 0.05], [-0.22, 0.28, 0.18], [-0.14, 0.52, 0.13], [0.01, -0.24, 0.51], [-0.48, 0.16, 0.07], [-0.17, 0.27, -0.41], [-0.15, 0.12, -0.36], [0.18, 0.34, 0.53], [0.27, -0.39, 0.38], [0.37, -0.03, -0.08], [0.08, 0.22, 0.33], [-0.09, -0.14, -0.20], [0.10, 0.11, -0.35], [-0.12, -0.02, -0.02], [1.11, -0.52, 1.85], [0.78, 0.25, -0.89], [0.19, 0.51, -0.99], [-0.46, 0.64, 0.48], [-0.49, -0.42, -0.33], [-0.02, 0.88, 0.25], [0.99, 0.11, -0.06], [0.28, -0.48, 0.14], [0.26, -0.32, -0.24], [-0.60, -0.05, 0.11], [0.00, -0.01, 0.51], [-0.88, 0.07, -1.01], [-0.75, -0.82, -0.43], [-0.92, -0.64, -0.13], [0.00, -0.45, -0.33], [-0.60, 0.75, 0.27], [0.00, 0.83, 0.28], [0.24, 0.41, -0.09], [0.47, 0.07, -0.40], [0.03, -0.50, 0.39], [-0.12, 0.19, 0.47], [0.36, -0.93, -2.68], [-0.42, 0.98, 0.24], [-0.29, -0.38, 0.03], [-0.11, -0.56, 0.06], [0.51, -0.08, 0.35], [-0.15, 0.23, 0.07], [-0.17, 0.01, 0.26], [0.25, 0.01, -0.14], [0.30, -0.39, 0.62], [-0.03, -0.10, 0.06], [0.13, -0.06, -0.06], [-0.16, -0.07, 0.17], [0.01, 0.32, -0.06], [0.34, 0.14, 0.12], [0.06, -0.09, -0.27], [0.20, 0.26, 0.05], [-0.05, -0.32, 0.04], [0.03, 0.44, -0.07], [0.36, -0.11, 0.06], [-0.76, -0.70, 0.33], [-0.48, 0.48, 0.12], [0.32, 0.24, 0.10], [0.20, -0.06, -0.26], [0.18, 0.13, 0.02], [-0.43, -0.58, 0.01], [-0.23, -0.23, 0.11], [1.41, 0.88, -0.27], [-0.92, -0.66, -0.73], [0.13, -0.13, 1.75], [-0.04, -0.36, -0.54], [-0.10, 0.31, 0.27], [0.01, -0.27, 0.01], [-0.02, 0.07, -0.17], [-0.11, -0.03, 0.09], [-0.26, -0.07, 0.01], [0.11, -0.04, 0.15], [0.18, 0.28, 0.00], [0.12, 0.20, 0.04], [0.00, 0.37, 0.07], [0.26, 0.17, -0.28], [0.24, -0.34, -0.05], [-0.18, -0.34, -0.02], [-0.22, -0.04, -0.17], [0.09, 0.09, -0.21], [0.00, -0.26, -0.02]], "lowdin_charge": [-0.094, -0.182, -0.043, 0.085, 0.072, -0.481, 0.105, 0.087, -0.020, 0.060, 0.090, 0.093, -0.030, 0.053, 0.101, 0.089, 1.701, -0.195, -0.164, -0.189, 0.110, -0.247, -0.231, 0.100, 0.115, 0.101, 0.086, -0.159, -0.182, -0.250, 0.118, -0.242, -0.182, 0.101, 0.105, 0.069, 0.098, -0.183, -0.184, -0.151, 0.105, 0.117, -0.158, 0.111, 0.108, -0.178, 0.107, 0.106, 0.116, 0.120, -0.042, -0.231, -0.054, -0.100, -0.045, -0.230, 0.100, -0.228, -0.028, -0.089, -0.089, -0.013, -0.110, -0.535, 0.044, -0.246, -0.173, -0.021, 0.089, 0.078, 0.077, 0.109, 0.099, 0.113, 0.145, 0.111, 0.103, 0.099, 0.124, 0.081, 0.089, 0.094], "de_lowest_ev": 0.8318, "e_tot_ev": -63521.651, "spin_multiplicity": 6}